--- P ---
Here is 2 unconnected molecules or ions with the total composition C4H6NO2 from OMol25. Energies are from wB97M-V/def2-TZVPD.

HOMO level, eV: -3.944
LUMO energy, eV: 4.1

Structure (ORCA input):
```
! wB97M-V def2-TZVPD RIJCOSX def2/J DEFGRID3
* xyz -1 1
C -0.7028 1.2658 -0.4475
C 1.3430 1.8017 -1.8275
C 0.4512 0.9296 -1.1659
C -0.5369 -1.8819 1.3728
N -1.7759 -1.7266 1.4944
O -1.7099 0.6241 -0.0396
O 1.5294 3.0152 -1.7813
H 0.6635 -0.0626 -1.5823
H -0.7180 2.3678 -0.1757
H 2.1275 1.0979 -2.2995
H 0.1929 -2.4655 1.8656
H 0.0049 -1.0368 0.8017
H -2.0752 -0.8893 0.9882
*
```

Charges obtained by natural (NBO) population analysis, quoted in units of e: C 0.361; C 0.370; C -0.610; C -0.078; N -0.628; O -0.740; O -0.675; H 0.179; H 0.094; H 0.044; H 0.144; H 0.143; H 0.397

***

--- Q ---
Here is a gas-phase ion, C4H6NO2 (charge -1) from OMol25. Energies are from wB97M-V/def2-TZVPD.

HOMO level, eV: -1.437
LUMO energy, eV: 4.1

Structure (ORCA input):
```
! wB97M-V def2-TZVPD RIJCOSX def2/J DEFGRID3
* xyz -1 1
C -0.2610 -0.4899 -0.2832
C -0.0017 -1.8055 -0.0701
C -1.0657 1.3979 0.1957
C 0.6138 0.5336 -0.7699
N -1.5133 0.1669 -0.1036
O -2.7251 -0.1734 -0.4411
O 2.0209 0.5176 -0.3141
H -0.8579 -2.3501 0.3032
H 0.9362 -2.1761 -0.5114
H -0.2268 1.4673 0.9215
H -1.7973 2.2461 0.0312
H 0.6174 0.7367 -1.9581
H 1.9514 -0.0522 0.4558
*
```

Charges obtained by natural (NBO) population analysis, quoted in units of e: C 0.037; C -0.702; C -0.200; C -0.021; N -0.045; O -0.695; O -0.765; H 0.212; H 0.189; H 0.174; H 0.176; H 0.178; H 0.463

***

What should be chosen as the most stable of them? Choose P.

***

--- P ---
Here is a single C4H7NS molecule from OMol25. Energies are from wB97M-V/def2-TZVPD.

HOMO level, eV: -9.234
LUMO energy, eV: -0.4

Structure (ORCA input):
```
! wB97M-V def2-TZVPD RIJCOSX def2/J DEFGRID3
* xyz 0 1
C 1.8238 1.1306 1.2013
C 1.5649 0.6949 -0.2788
C -1.5043 -0.0918 0.7192
C -0.6049 -0.6203 -0.4444
N -0.0254 0.4784 -1.0659
S 2.3447 -0.4277 0.8902
H 0.2739 0.2090 -2.1408
H 2.1381 1.1183 -1.1740
H -1.9033 -0.9136 1.1813
H -0.8965 0.3958 1.5158
H -2.1721 0.8252 0.5563
H -1.0913 -1.3865 -0.9995
H 0.0525 -1.4123 0.0393
*
```

Charges obtained by natural (NBO) population analysis, quoted in units of e: C -0.153; C -0.305; C -0.624; C -0.259; N -0.577; S 0.327; H 0.358; H 0.228; H 0.202; H 0.207; H 0.223; H 0.210; H 0.161

***

--- Q ---
Here is a single C4H7NS molecule from OMol25. Energies are from wB97M-V/def2-TZVPD.

HOMO level, eV: -9.045
LUMO energy, eV: 0.8

Structure (ORCA input):
```
! wB97M-V def2-TZVPD RIJCOSX def2/J DEFGRID3
* xyz 0 1
C -0.0168 -1.7469 0.2041
S 0.5245 -0.7637 1.6849
C 0.9074 -0.5935 -0.0556
C 0.3705 0.6708 -0.5976
C -0.9855 1.1997 -0.2615
N 0.1941 1.8311 0.2392
H -1.0853 -1.6369 -0.0541
H 0.4055 -2.7606 0.2142
H 1.9711 -0.7982 -0.2607
H 0.5910 0.8836 -1.6392
H -1.5992 1.7317 -1.0033
H -1.5886 0.5039 0.3610
H 0.3112 1.4790 1.1685
*
```

Charges obtained by natural (NBO) population analysis, quoted in units of e: C -0.447; S 0.069; C -0.330; C -0.121; C -0.264; N -0.564; H 0.232; H 0.232; H 0.243; H 0.207; H 0.200; H 0.188; H 0.354

***

What should be chosen as the most stable of them? Choose Q.

***

--- P ---
Here is a single C4H7NS molecule from OMol25. Energies are from wB97M-V/def2-TZVPD.

HOMO level, eV: -8.060
LUMO energy, eV: 0.1

Structure (ORCA input):
```
! wB97M-V def2-TZVPD RIJCOSX def2/J DEFGRID3
* xyz 0 1
C 1.4358 1.2913 -0.0054
C 1.3955 -0.2902 0.0292
S 2.7812 -1.0989 -0.0067
C 0.1015 -0.8722 0.0415
C -1.0625 -0.2148 0.0040
N -2.3074 -0.8106 0.0274
H 0.8341 1.7935 -0.7766
H 2.4908 1.6090 -0.0481
H 1.0478 1.6978 0.9588
H 0.0230 -1.9596 -0.0083
H -1.1458 0.8520 -0.0424
H -2.4340 -1.8054 -0.0102
H -3.1601 -0.1919 -0.1631
*
```

Charges obtained by natural (NBO) population analysis, quoted in units of e: C -0.680; C -0.090; S -0.019; C -0.405; C 0.108; N -0.793; H 0.216; H 0.239; H 0.218; H 0.213; H 0.196; H 0.397; H 0.401

***

--- Q ---
Here is a single C4H7NS molecule from OMol25. Energies are from wB97M-V/def2-TZVPD.

HOMO level, eV: -8.802
LUMO energy, eV: 1.0

Structure (ORCA input):
```
! wB97M-V def2-TZVPD RIJCOSX def2/J DEFGRID3
* xyz 0 1
C -0.2880 1.3961 0.1266
S -1.5630 -0.0090 -0.0090
C -0.2662 -1.3925 -0.1317
C 0.9028 -0.6102 0.4347
N 2.1502 0.0662 0.0918
C 0.8878 0.6066 -0.3957
H -0.6178 2.2208 -0.5300
H -0.1993 1.7364 1.1779
H -0.6215 -2.2116 0.4842
H -0.1676 -1.7211 -1.1681
H 0.7459 -0.4164 1.5043
H 2.6754 -0.3304 -0.7095
H 0.7224 0.4023 -1.4613
*
```

Charges obtained by natural (NBO) population analysis, quoted in units of e: C -0.485; S 0.101; C -0.481; C -0.129; N -0.533; C -0.097; H 0.225; H 0.225; H 0.223; H 0.216; H 0.194; H 0.364; H 0.179

***

What should be chosen as the most stable of them? Choose P.

***

--- P ---
Here is 12 unconnected molecules or ions with the total composition C5H34NO12 from OMol25. Energies are from wB97M-V/def2-TZVPD.

HOMO level, eV: -6.622
LUMO energy, eV: 2.5

Structure (ORCA input):
```
! wB97M-V def2-TZVPD RIJCOSX def2/J DEFGRID3
* xyz -1 1
C 1.1254 3.4054 0.2378
O 2.2429 2.4952 0.3917
C 0.3442 3.1131 -1.1300
C -1.0108 2.4379 -0.7851
C -1.0133 1.1094 -0.1147
C -1.7277 2.3639 -2.1723
N 1.0510 2.2176 -2.0293
H 0.4957 3.2076 1.1037
H 1.7144 4.3062 0.3445
H 0.1082 4.0435 -1.6406
H -1.5751 3.2059 -0.2457
H -0.6165 0.8497 0.8676
H -1.9465 0.6764 -0.4152
H -0.1801 0.4684 -0.4904
H -2.7993 2.2030 -2.0273
H -1.2548 1.6184 -2.7973
H -1.7042 3.3680 -2.5857
H 1.2038 1.3770 -1.4607
H 2.0363 2.5181 -2.1639
H 2.2442 1.5369 0.6957
H 3.5433 0.0361 0.9180
O 2.6166 -0.1794 0.6990
H 0.9297 -3.0953 1.2382
H 1.2100 -2.5965 2.7112
O 0.7718 -3.3360 2.1676
H 1.7985 -2.8380 -1.5361
H 2.7566 -2.8317 -0.4816
O 1.8791 -3.1322 -0.6147
H 1.9569 -0.5518 3.6625
H 2.3756 -0.6435 1.7119
O 2.0906 -1.1882 2.9060
H -3.7006 -1.0309 0.4153
H -3.2301 -1.4952 -1.0108
O -3.2958 -0.7061 -0.4411
H -3.8412 0.3666 0.5940
H -3.2092 1.1159 1.7872
O -3.9906 1.1240 1.2449
H -1.0870 -4.1321 2.2665
H -2.2875 -3.1713 2.7429
O -2.0132 -4.0739 2.6283
H 1.6705 -0.5708 -1.5052
H 0.3905 -0.9456 -2.2484
O 1.3617 -0.8942 -2.3909
H 0.3169 -1.8445 -0.1895
H -0.9518 -2.9065 -0.3066
O -0.6107 -1.9868 -0.5390
H 1.1017 1.5608 -3.9810
H 1.1261 0.0713 -3.9332
O 0.9518 0.8022 -4.5654
H -0.7630 -1.3517 4.3144
H 0.0828 -0.8338 3.0444
O -0.7876 -0.7889 3.5829
*
```

Charges obtained by natural (NBO) population analysis, quoted in units of e: C -0.081; O -0.836; C -0.065; C -0.217; C -0.667; C -0.605; N -0.860; H 0.170; H 0.180; H 0.180; H 0.195; H 0.237; H 0.254; H 0.184; H 0.199; H 0.227; H 0.193; H 0.363; H 0.369; H 0.522; H 0.461; O -1.096; H 0.471; H 0.522; O -1.038; H 0.491; H 0.478; O -0.960; H 0.450; H 0.511; O -1.192; H 0.477; H 0.502; O -0.942; H 0.467; H 0.473; O -0.963; H 0.514; H 0.474; O -1.000; H 0.502; H 0.502; O -0.985; H 0.505; H 0.488; O -1.000; H 0.485; H 0.484; O -0.997; H 0.465; H 0.513; O -1.001

***

--- Q ---
Here is 12 unconnected molecules or ions with the total composition C5H34NO12 from OMol25. Energies are from wB97M-V/def2-TZVPD.

HOMO level, eV: -6.230
LUMO energy, eV: 2.5

Structure (ORCA input):
```
! wB97M-V def2-TZVPD RIJCOSX def2/J DEFGRID3
* xyz -1 1
C 0.4558 0.0018 1.3594
O 0.2411 1.2317 0.8970
C 0.2788 -1.0621 0.3686
C 1.1362 -2.2875 0.6783
C 1.5926 -3.3552 -0.3744
C 1.8378 -2.6772 -1.8568
N -1.1255 -1.6490 0.1729
H -0.0517 -0.1775 2.3831
H 1.4149 0.2240 1.8993
H 0.6322 -0.4862 -0.4909
H 0.5950 -2.8427 1.5019
H 2.0657 -1.9755 1.0532
H 0.9347 -4.1746 -0.5522
H 2.6618 -3.8809 -0.0093
H 0.9052 -2.8193 -2.3146
H 2.6226 -2.9511 -2.5762
H 1.8844 -1.5929 -1.6389
H -1.6270 -1.8753 1.1077
H -1.7112 -0.8776 -0.0966
H 1.1743 2.5778 -0.9359
H 2.1640 3.3408 0.0111
O 2.1119 2.7700 -0.7865
H 3.0641 1.5927 2.3833
H 2.5557 0.2035 2.3451
O 3.3919 0.7135 2.4858
H -2.1854 0.5960 -3.8760
H -0.6809 0.8527 -3.4675
O -1.3001 0.1032 -3.7157
H -2.5839 0.7935 2.6484
H -1.2706 0.4433 3.3059
O -2.2841 0.2099 3.3696
H -2.0877 -2.8829 3.1978
H -2.2394 -1.2183 3.0484
O -2.3300 -2.1474 2.6453
H -3.0090 1.2446 -0.6934
H -2.0475 1.2195 -1.8298
O -3.0096 1.0882 -1.7054
H -0.8356 2.5923 -1.3788
H 0.0228 1.4539 -0.6006
O -0.4212 1.6837 -1.5231
H -1.3173 -2.4534 -1.6529
H -1.8582 -2.1853 -3.0802
O -1.8066 -2.8493 -2.4087
H 0.8819 2.4375 -2.9459
H 2.4526 2.5280 -2.6951
O 1.7425 2.8891 -3.1922
H -2.4377 2.2158 0.8066
H -1.0301 1.7624 1.4420
O -2.0450 1.8522 1.5613
H 0.3452 3.5776 2.2783
H 0.9621 2.6888 1.5220
O 1.1675 3.5332 1.9253
*
```

Charges obtained by natural (NBO) population analysis, quoted in units of e: C 0.021; O -0.936; C -0.106; C -0.409; C -0.359; C -0.633; N -0.896; H 0.093; H 0.111; H 0.197; H 0.204; H 0.198; H 0.199; H 0.177; H 0.220; H 0.205; H 0.197; H 0.420; H 0.352; H 0.471; H 0.489; O -0.975; H 0.468; H 0.442; O -0.935; H 0.475; H 0.484; O -0.958; H 0.516; H 0.472; O -0.951; H 0.470; H 0.501; O -1.016; H 0.447; H 0.492; O -0.972; H 0.474; H 0.519; O -1.043; H 0.499; H 0.472; O -0.991; H 0.473; H 0.490; O -0.974; H 0.459; H 0.505; O -1.026; H 0.456; H 0.493; O -0.980

***

What should be chosen as the most stable of them? Choose P.

***

--- P ---
Here is 2 unconnected molecules or ions with the total composition C3H10N2O2 from OMol25. Energies are from wB97M-V/def2-TZVPD.

HOMO level, eV: -8.870
LUMO energy, eV: 0.6

Structure (ORCA input):
```
! wB97M-V def2-TZVPD RIJCOSX def2/J DEFGRID3
* xyz 0 1
C -1.8776 -1.5241 -0.3332
C -0.7103 -1.2322 -1.2182
O 0.3063 -1.8971 -1.3188
O -0.8330 -0.0583 -1.8649
H -2.8064 -1.2241 -0.8252
H -1.9263 -2.5989 -0.1417
H -1.7674 -0.9900 0.6129
H -0.0060 0.0206 -2.3866
C 1.2132 2.1255 0.7012
N 0.5350 0.9443 1.2259
N 1.4303 -0.1819 1.1687
H 1.3767 2.0407 -0.3784
H 0.5894 3.0068 0.8805
H 2.1741 2.2943 1.1985
H -0.3328 0.8047 0.7008
H 1.5390 -0.5754 0.2271
H 1.0959 -0.9549 1.7512
*
```

Charges obtained by natural (NBO) population analysis, quoted in units of e: C -0.732; C 0.791; O -0.609; O -0.682; H 0.240; H 0.245; H 0.247; H 0.498; C -0.417; N -0.468; N -0.686; H 0.155; H 0.197; H 0.209; H 0.320; H 0.338; H 0.353

***

--- Q ---
Here is 2 unconnected molecules or ions with the total composition C3H10N2O2 from OMol25. Energies are from wB97M-V/def2-TZVPD.

HOMO level, eV: -9.454
LUMO energy, eV: 0.6

Structure (ORCA input):
```
! wB97M-V def2-TZVPD RIJCOSX def2/J DEFGRID3
* xyz 0 1
N 0.6624 -0.8195 0.5990
C 0.9596 -2.0804 -0.1411
C 0.4717 -3.3327 0.5674
O -0.4144 -4.0648 0.1534
H 0.9308 -0.0025 -0.0031
H -0.3587 -0.7852 0.6938
H 2.0485 -2.1382 -0.2487
H 0.4502 -2.1525 -1.1435
H 0.8902 -3.4649 1.5341
N 0.4261 1.9040 -0.5264
C -0.9481 2.0453 -0.0030
O -1.5435 3.2567 -0.5379
H 0.3986 2.2780 -1.4807
H 0.9317 2.6050 0.0184
H -1.5643 1.2076 -0.3648
H -0.9034 2.1110 1.0876
H -2.4374 3.4332 -0.2044
*
```

Charges obtained by natural (NBO) population analysis, quoted in units of e: N -0.851; C -0.332; C 0.434; O -0.515; H 0.407; H 0.343; H 0.206; H 0.180; H 0.107; N -0.839; C 0.087; O -0.759; H 0.374; H 0.363; H 0.154; H 0.164; H 0.477

***

What should be chosen as the most stable of them? Choose P.